The following is a quantum chemistry calculation of C32H86AsF6O31S11 as an isolated structure at a distorted geometry, from OMol25.

Structure (XYZ):
```
167
Properties=species:S:1:pos:R:3:forces:R:3
As -0.6264 0.6258 1.8418 0.674 -1.742 -0.519
F -0.0247 2.1711 2.4548 -0.503 -1.209 -0.517
F -2.2938 1.0507 2.1864 0.903 0.045 -0.167
F -1.2160 -0.9992 1.2952 0.241 1.597 0.331
F 0.9898 0.0560 1.3566 -0.850 0.718 0.747
F -0.4087 -0.1367 3.5079 -0.283 1.189 -1.892
F -0.7159 1.3142 0.1158 -0.403 -0.754 2.239
O -3.6591 -0.8899 -2.2072 -1.315 -1.089 0.938
S -4.5558 -2.0432 -2.2557 1.781 -0.021 -3.947
O -4.4979 -3.1383 -1.3139 -1.057 1.848 -0.289
O -6.0743 -1.5101 -2.5399 0.402 -1.036 1.401
C -6.4232 -0.6488 -3.6178 0.552 0.837 -1.831
C -7.4543 0.4322 -3.2813 1.008 0.048 1.205
C -4.0885 -2.8129 -3.9480 -0.523 1.078 1.455
H -6.7147 -1.1886 -4.5188 -0.549 -0.874 0.453
H -5.5621 -0.1427 -4.0541 0.592 0.090 0.690
H -7.8280 0.2914 -2.2671 -0.618 -0.476 -0.232
H -8.2275 0.5520 -4.0402 0.072 -0.095 0.259
H -6.8930 1.3537 -3.1270 -0.195 0.328 -0.476
H -3.9297 -2.0135 -4.6718 -0.208 0.146 0.212
H -4.8777 -3.4812 -4.2925 0.302 -0.214 0.247
H -3.1094 -3.2473 -3.7463 -0.286 -0.340 -0.054
O -5.2723 4.2942 -1.9220 0.623 0.433 0.182
S -3.8533 4.0594 -1.9320 2.135 -0.183 -0.074
O -2.9369 4.6238 -2.9089 -1.444 -0.113 1.074
O -3.1599 4.4972 -0.4627 0.344 -0.857 -1.995
C -3.9580 4.8440 0.6561 -1.914 -1.729 -0.115
C -4.6431 3.5443 1.2911 0.521 1.477 -0.047
C -3.5985 2.2957 -2.0252 -0.633 -0.316 1.082
H -4.6517 5.5678 0.2285 -0.493 0.052 0.791
H -3.3353 5.3146 1.4170 0.243 -0.078 -0.327
H -4.9255 3.8213 2.3068 -0.009 -0.134 0.153
H -3.9184 2.7317 1.3420 0.145 0.116 0.028
H -5.5484 3.1693 0.8136 0.123 0.335 -0.415
H -2.5560 1.9961 -1.9173 -0.077 0.298 -0.211
H -4.0914 1.8838 -2.9058 0.362 0.471 -0.329
H -4.1681 1.8461 -1.2119 0.140 0.070 0.273
O 5.7291 2.7768 -1.5719 -0.415 -0.544 -1.779
S 4.8855 2.2060 -2.6036 -2.707 -1.358 -0.447
O 4.6688 2.7125 -3.9844 1.467 -0.873 2.816
O 5.2277 0.5186 -2.6456 0.764 3.643 1.334
C 4.9361 -0.0881 -3.8481 -0.259 -2.421 -1.511
C 5.2638 -1.5901 -3.6341 1.337 0.122 0.286
C 3.1646 2.0101 -1.9006 1.731 -0.789 -0.945
H 5.5316 0.2906 -4.6788 0.019 0.240 0.060
H 3.8815 0.0421 -4.0912 -0.159 -0.077 -0.106
H 4.9892 -2.2951 -4.4188 -1.034 0.249 0.224
H 5.0717 -1.8933 -2.6049 -1.094 -0.199 -0.276
H 6.3324 -1.8048 -3.6199 0.595 0.829 -0.232
H 2.6365 2.9397 -2.1128 0.066 -0.022 0.780
H 3.3402 1.5683 -0.9198 -0.316 0.925 0.377
H 2.6984 1.1879 -2.4436 0.041 0.154 -0.465
O 0.2842 -3.8224 0.9160 -0.640 -1.532 2.788
S -0.0937 -4.5234 2.1744 -1.195 1.256 -0.893
O -0.0115 -5.9504 2.2955 0.328 0.497 -0.172
O 0.6857 -3.8817 3.4465 -0.462 -0.691 -2.177
C 1.6707 -2.8676 3.2241 0.954 1.790 3.261
C 2.8751 -3.2835 4.0947 0.398 -1.644 -2.201
C -1.8384 -4.0337 2.7093 2.652 0.533 0.064
H 1.2900 -2.0027 3.7673 -0.553 0.288 -0.530
H 1.9418 -2.5124 2.2299 -0.408 -0.890 -0.215
H 3.6843 -2.5532 4.0973 -0.339 0.157 0.465
H 3.2646 -4.1158 3.5084 0.637 -0.253 -0.117
H 2.6566 -3.8100 5.0238 -0.350 0.997 0.276
H -2.5525 -4.8325 2.5093 0.118 0.440 -0.177
H -1.9158 -3.0227 2.3094 -0.656 -0.296 -0.691
H -1.6674 -3.8098 3.7623 -0.332 -0.655 0.202
O 1.3565 4.9642 -2.2197 -0.018 0.504 0.693
S 1.2235 5.3020 -0.8260 -0.465 0.608 0.956
O 2.4015 5.6801 -0.0249 -2.240 -0.032 -1.537
O -0.0402 6.5439 -0.8112 3.059 -2.146 -0.247
C -0.7408 6.7154 0.4203 -0.007 0.124 -1.042
C -1.6135 7.9047 0.1993 -0.779 1.189 0.166
C 0.4531 3.9712 0.1234 0.385 0.500 -0.060
H -0.0859 6.9849 1.2490 0.240 -0.621 0.131
H -1.3238 5.8025 0.5422 -0.002 0.169 0.604
H -1.0787 8.8533 0.2478 0.388 -0.111 0.429
H -2.3533 7.8955 0.9998 -0.247 0.269 -0.052
H -2.1074 8.0244 -0.7649 -0.178 -0.918 -0.046
H 0.4540 4.4303 1.1120 -0.432 -0.465 0.090
H 1.1039 3.0974 0.1540 0.416 0.359 -0.179
H -0.5008 3.5854 -0.2360 -0.062 0.694 -0.030
O 5.5201 -5.3364 -1.0028 1.265 1.215 1.361
S 6.6359 -4.6680 -0.3510 0.245 0.546 1.782
O 7.5871 -3.9211 -1.1621 -0.968 -0.937 1.111
O 6.1031 -3.6483 0.9265 -0.447 -1.076 -1.655
C 6.9061 -2.5077 1.3923 0.288 -0.383 -0.363
C 6.0830 -1.6054 2.3213 -0.385 -1.264 -0.647
C 7.5142 -5.9090 0.7803 -0.855 0.688 -1.410
H 7.2458 -1.9846 0.4984 0.201 0.078 0.191
H 7.7324 -2.9657 1.9361 0.326 0.300 -0.054
H 5.2076 -1.3037 1.7462 -0.052 0.361 0.213
H 6.6323 -0.7492 2.7127 0.103 -0.100 -0.309
H 5.7429 -2.2068 3.1643 -0.030 0.129 0.077
H 8.2003 -5.3460 1.4131 0.120 -0.157 -0.352
H 7.9494 -6.6060 0.0642 0.494 0.178 0.200
H 6.8133 -6.4839 1.3856 -0.322 0.475 -0.143
O 0.5950 5.6466 -7.8407 -1.678 -1.691 0.025
S -0.5592 4.7837 -7.5497 1.320 -0.005 2.855
O -1.5629 4.4948 -8.5294 0.422 0.061 0.278
O -0.0858 3.2584 -6.9183 -0.650 1.647 -0.838
C 1.0661 3.4103 -6.0154 -0.534 0.709 -0.037
C 1.2099 2.3363 -4.9317 -0.408 -0.085 -1.472
C -1.3235 5.3922 -5.8891 1.198 -0.227 -2.460
H 0.9053 4.3693 -5.5228 0.612 0.070 -0.045
H 1.8699 3.4443 -6.7508 0.588 0.099 0.810
H 0.2841 2.1067 -4.4042 -0.138 0.215 -0.133
H 1.9385 2.6691 -4.1924 0.134 -0.128 -0.384
H 1.5100 1.4443 -5.4815 0.255 -0.302 0.645
H -0.5250 5.8563 -5.3102 0.004 -0.477 0.057
H -1.6797 4.4229 -5.5402 -0.572 0.731 0.475
H -1.9753 6.2115 -6.1927 -0.586 -0.570 0.218
O 4.9991 -0.5655 5.5676 -0.012 -0.165 0.625
S 3.8796 -0.5941 6.4685 -2.047 2.330 -0.856
O 3.2898 -1.8201 6.9076 0.698 0.482 0.502
O 4.1862 0.3486 7.7831 -0.913 -1.873 -1.497
C 4.8736 1.6033 7.6784 -0.176 0.338 0.951
C 3.9551 2.6783 8.3399 0.710 -0.271 -0.935
C 2.5156 0.4237 5.6448 0.788 -0.383 0.268
H 5.1587 1.9372 6.6807 -0.453 -0.420 -0.324
H 5.8129 1.3212 8.1541 0.089 0.966 0.456
H 3.5854 2.4655 9.3429 0.440 -0.175 -0.033
H 3.0810 2.8105 7.7024 -0.088 -0.208 -0.071
H 4.4615 3.6420 8.2847 0.126 0.022 0.366
H 2.9915 1.2051 5.0523 0.137 -0.040 0.154
H 1.8169 0.8683 6.3534 0.339 -0.207 0.300
H 1.9204 -0.1825 4.9619 0.317 -0.349 0.085
O 1.2209 -0.7282 -3.8381 0.095 -0.372 0.782
S 0.9184 -1.8165 -2.9537 1.579 -1.489 2.969
O 0.2997 -3.0146 -3.4286 -0.313 0.027 -0.708
O 2.4183 -2.3469 -2.2296 -1.839 2.353 -1.144
C 2.4173 -3.6171 -1.6033 -0.216 -1.893 -1.669
C 2.8557 -4.6680 -2.6639 0.676 0.201 0.235
C 0.0128 -1.3808 -1.3966 0.483 0.122 -0.582
H 1.4592 -3.8717 -1.1502 -0.083 0.152 -0.065
H 3.1723 -3.6899 -0.8205 0.037 0.711 0.061
H 3.8235 -4.3636 -3.0625 0.395 0.077 0.484
H 2.3285 -4.7856 -3.6107 -1.015 0.113 0.556
H 3.0048 -5.6245 -2.1630 -0.103 -0.123 -0.174
H 0.7150 -1.3486 -0.5636 0.119 0.167 -0.296
H -0.6844 -2.1903 -1.1805 0.085 0.171 -0.346
H -0.4965 -0.4220 -1.4932 0.074 -0.153 -0.131
O -6.9715 -2.8832 3.6053 1.214 2.782 -1.041
S -6.2615 -1.7227 3.0285 0.488 -0.965 -0.806
O -6.4237 -1.3271 1.6254 -0.050 -0.711 1.981
O -6.6012 -0.4038 3.9229 -0.390 -2.656 0.567
C -6.0520 0.8341 3.5450 0.937 0.599 -0.967
C -5.7453 1.6262 4.8162 -0.789 0.625 -0.305
C -4.4188 -1.9132 3.3377 -2.122 -0.008 -0.302
H -6.7343 1.2121 2.7836 -0.098 0.818 0.430
H -5.1316 0.6783 2.9822 0.208 -0.037 0.072
H -4.9466 2.3618 4.7216 0.419 -0.487 -0.310
H -5.5437 0.9143 5.6167 0.118 0.202 -0.008
H -6.5754 2.2759 5.0938 -0.384 -0.399 0.223
H -4.3767 -2.2872 4.3606 0.367 0.478 -0.001
H -4.0398 -0.9201 3.0962 0.474 -0.281 0.451
H -4.0114 -2.6578 2.6537 -0.403 0.186 -0.089
C -3.5016 -6.0547 0.0406 0.284 0.669 1.004
S -1.8715 -6.2159 -0.6567 0.280 -1.904 -2.295
O -1.9761 -7.4112 -1.6389 0.276 1.457 1.587
C -1.9947 -4.8012 -1.7819 0.360 -0.245 -0.358
H -3.5403 -4.9865 0.2540 -0.841 0.240 -0.585
H -3.5729 -6.4528 1.0528 0.225 -0.761 -0.217
H -4.2321 -6.5053 -0.6313 -0.025 0.476 -0.002
H -1.8466 -3.8447 -1.2805 -0.628 -0.116 0.184
H -2.9239 -4.9587 -2.3296 -0.173 0.407 0.335
H -1.2122 -4.8332 -2.5399 0.328 -0.496 0.291
```
Positions in Å, forces in eV/Å.

Its net charge is -1. The LUMO energy is 1.6 eV. As for the spin multiplicity: 1. The calculation puts the orbital gap at 8.551 eV.